1.
Below is a cluster of 14 separate species, C78H76F11N3 in total in a non-equilibrium geometry, with properties calculated with ωB97M-V with the def2-TZVPD basis set.

Geometry as XYZ:
```
168
Properties=species:S:1:pos:R:3:lowdin_charge:R:1
C -5.13 1.23 0.81 -0.092
C -4.08 0.92 1.87 -0.240
C -2.95 1.96 2.03 -0.180
C -3.42 3.25 2.50 -0.215
N -3.80 4.30 2.86 0.154
H -5.90 0.46 0.81 0.073
H -4.83 1.17 -0.23 0.049
H -5.53 2.23 0.99 0.079
H -3.68 -0.07 1.65 0.080
H -4.58 0.78 2.83 0.112
H -2.49 2.14 1.06 0.092
H -2.13 1.62 2.66 0.089
C 0.06 5.16 2.60 -0.107
C -0.62 6.18 1.67 -0.217
C -0.23 5.84 0.20 -0.178
C 1.19 5.81 -0.12 -0.229
N 2.31 5.76 -0.39 0.181
H -0.25 4.15 2.34 0.066
H -0.06 5.34 3.67 0.080
H 1.14 5.24 2.49 0.049
H -0.35 7.22 1.85 0.111
H -1.65 6.01 1.96 0.088
H -0.62 6.58 -0.50 0.105
H -0.76 4.92 -0.06 0.106
C 5.26 1.46 -2.49 -0.084
C 4.90 0.87 -3.87 -0.234
C 5.29 -0.63 -4.00 -0.161
C 4.39 -1.40 -3.17 -0.197
N 3.68 -1.90 -2.42 0.191
H 6.33 1.30 -2.33 0.082
H 4.76 1.04 -1.61 0.040
H 5.05 2.53 -2.48 0.075
H 5.42 1.39 -4.67 0.113
H 3.89 1.14 -4.18 0.086
H 6.30 -0.82 -3.64 0.126
H 5.29 -1.02 -5.01 0.120
F -5.13 -5.94 0.06 0.066
C -4.92 -4.64 -0.20 -0.276
C -3.64 -4.11 -0.25 -0.044
C -3.46 -2.77 -0.61 -0.087
C -4.58 -2.02 -0.96 -0.080
C -5.86 -2.57 -0.88 -0.064
C -6.06 -3.85 -0.38 0.004
H -2.78 -4.70 0.02 0.105
H -2.45 -2.39 -0.65 0.075
H -4.51 -1.03 -1.38 0.082
H -6.77 -2.01 -1.04 0.111
H -7.06 -4.25 -0.35 0.123
F -8.00 3.53 -2.78 0.071
C -6.73 3.10 -2.77 -0.306
C -5.73 4.00 -2.51 0.014
C -4.36 3.60 -2.71 -0.046
C -4.08 2.31 -3.12 -0.116
C -5.12 1.42 -3.42 -0.086
C -6.45 1.83 -3.24 -0.013
H -6.11 4.95 -2.16 0.118
H -3.46 4.16 -2.50 0.079
H -3.06 1.95 -3.12 0.067
H -4.94 0.46 -3.87 0.090
H -7.29 1.26 -3.57 0.116
F 1.12 -2.57 1.46 0.016
C 0.92 -3.65 2.28 -0.252
C 0.84 -4.90 1.66 -0.047
C 0.60 -6.01 2.39 -0.095
C 0.35 -5.90 3.74 -0.093
C 0.28 -4.66 4.39 -0.031
C 0.58 -3.49 3.61 0.013
H 0.96 -4.84 0.59 0.088
H 0.50 -7.01 1.99 0.110
H 0.05 -6.73 4.35 0.106
H 0.11 -4.61 5.45 0.110
H 0.66 -2.51 4.05 0.107
F -0.22 -7.48 -3.18 0.154
C 0.18 -6.22 -2.87 -0.150
C -0.75 -5.18 -2.88 0.062
C -0.42 -3.90 -2.42 0.043
C 0.95 -3.69 -2.01 0.049
C 1.94 -4.72 -2.03 0.009
C 1.49 -6.02 -2.36 0.077
H -1.77 -5.34 -3.20 0.140
H -1.08 -3.05 -2.39 0.098
H 1.20 -2.66 -1.78 0.090
H 3.00 -4.61 -1.81 0.108
H 2.21 -6.82 -2.27 0.136
F -1.26 1.67 4.86 0.036
C 0.04 1.34 4.71 -0.261
C 0.94 1.72 5.71 0.007
C 2.29 1.27 5.55 -0.049
C 2.65 0.37 4.54 -0.082
C 1.76 0.10 3.52 -0.105
C 0.47 0.60 3.57 -0.011
H 0.52 2.27 6.53 0.115
H 3.05 1.51 6.28 0.101
H 3.61 -0.12 4.59 0.097
H 2.04 -0.55 2.71 0.079
H -0.16 0.21 2.79 0.085
F 7.34 1.35 1.94 0.069
C 6.32 2.22 1.98 -0.302
C 6.53 3.40 2.64 -0.002
C 5.48 4.36 2.74 -0.053
C 4.29 4.10 2.08 -0.093
C 4.13 2.90 1.39 -0.080
C 5.10 1.93 1.39 -0.028
H 7.46 3.52 3.18 0.115
H 5.63 5.27 3.30 0.103
H 3.53 4.86 2.16 0.079
H 3.19 2.75 0.88 0.080
H 4.96 0.98 0.89 0.077
F -1.39 2.71 -1.68 0.041
C -0.54 1.82 -1.07 -0.241
C 0.81 2.00 -1.18 0.002
C 1.69 1.11 -0.63 -0.056
C 1.18 -0.02 -0.07 -0.112
C -0.15 -0.37 -0.10 -0.089
C -1.04 0.63 -0.53 -0.012
H 1.17 2.91 -1.64 0.111
H 2.76 1.24 -0.68 0.088
H 1.80 -0.78 0.39 0.074
H -0.51 -1.31 0.31 0.082
H -2.10 0.46 -0.41 0.104
F 3.20 3.47 -4.06 0.025
C 1.87 3.87 -4.00 -0.266
C 0.91 3.04 -4.50 -0.005
C -0.43 3.45 -4.37 -0.084
C -0.75 4.64 -3.82 -0.110
C 0.21 5.41 -3.21 -0.065
C 1.55 5.04 -3.36 -0.024
H 1.14 2.08 -4.93 0.099
H -1.17 2.74 -4.71 0.095
H -1.79 4.93 -3.79 0.101
H -0.12 6.28 -2.66 0.100
H 2.36 5.67 -3.01 0.108
F -2.56 -0.49 -3.33 0.088
C -1.60 -0.37 -4.21 -0.314
C -0.31 -0.66 -3.83 -0.032
C 0.70 -0.80 -4.76 -0.078
C 0.46 -0.41 -6.09 -0.081
C -0.85 -0.07 -6.49 -0.056
C -1.84 -0.03 -5.54 -0.014
H -0.22 -0.97 -2.80 0.082
H 1.73 -0.92 -4.46 0.086
H 1.18 -0.45 -6.89 0.103
H -1.02 0.14 -7.54 0.112
H -2.86 0.20 -5.82 0.120
F -2.05 -1.66 2.52 0.001
C -2.86 -2.21 3.49 -0.235
C -3.18 -3.56 3.31 -0.014
C -4.01 -4.17 4.25 -0.069
C -4.39 -3.47 5.39 -0.087
C -4.01 -2.14 5.62 -0.070
C -3.23 -1.52 4.66 -0.020
H -2.93 -4.01 2.36 0.091
H -4.30 -5.20 4.13 0.105
H -4.97 -4.00 6.13 0.101
H -4.39 -1.63 6.49 0.112
H -2.99 -0.49 4.88 0.106
F 5.84 -1.01 3.04 0.039
C 5.29 -2.12 2.45 -0.230
C 5.45 -3.35 3.04 -0.017
C 4.80 -4.42 2.47 -0.065
C 4.14 -4.28 1.22 -0.091
C 4.06 -3.02 0.62 -0.120
C 4.56 -1.92 1.25 -0.006
H 5.95 -3.49 3.98 0.125
H 4.85 -5.38 2.96 0.108
H 3.76 -5.17 0.74 0.086
H 3.45 -2.96 -0.27 0.042
H 4.46 -0.93 0.82 0.087
```

Properties
Total charge: +1
⟨S²⟩: 0.767
HOMO (spin up / spin down) (eV): -10.48 / -10.48
Spin multiplicity: 2
DFT total energy (Ha): -4280.2064
Maximum force (eV/A): 3.62
Energy above the lowest of the compared OMol25 structures with the same formula, charge and spin (kcal per mole): 0.00

2.
Below is a cluster of 12 separate species, C78H81B2ClN12O6 in total in a non-equilibrium geometry, with properties calculated with ωB97M-V with the def2-TZVPD basis set.

Geometry as XYZ:
```
180
Properties=species:S:1:pos:R:3:lowdin_charge:R:1
C -2.57 -0.63 6.40 -0.106
C -3.57 -0.06 5.28 -0.196
C -4.19 1.35 5.59 -0.039
C -5.14 2.04 4.57 -0.058
C -5.43 1.28 3.25 -0.035
C -4.82 -0.13 2.90 -0.160
C -5.21 -0.72 1.47 -0.132
C -4.03 -1.50 0.73 -0.059
C -4.26 -3.03 0.44 -0.052
C -5.64 -3.80 0.81 -0.056
C -3.16 -3.93 -0.24 -0.092
O -3.34 -5.32 -0.51 0.063
B -2.79 -6.17 0.52 -0.601
O -2.74 -5.71 1.88 0.139
O -2.31 -7.49 0.12 0.084
C -1.82 -3.27 -0.61 0.056
C -1.59 -1.73 -0.37 0.030
C -2.67 -0.82 0.30 0.057
B -2.42 0.78 0.59 -0.496
N -3.11 1.86 -0.19 0.152
O -1.47 1.06 1.66 0.053
C -0.15 -1.17 -0.84 -0.207
O 0.02 -0.06 -1.41 0.078
C 1.08 -2.19 -0.57 -0.079
C 2.50 -1.69 -0.07 -0.145
C 3.06 -0.37 -0.80 -0.364
C 4.68 -0.42 -0.64 -0.110
C 2.62 1.01 -0.03 -0.085
C 0.86 -3.59 -0.80 -0.422
Cl 2.12 -4.88 -0.56 0.666
C -0.60 -4.11 -1.26 -0.257
O -0.76 -5.07 -2.05 0.047
C -3.88 -0.81 3.93 0.011
H -1.53 -0.17 6.24 0.087
H -2.92 -0.20 7.42 0.079
H -2.49 -1.77 6.42 0.076
H -3.91 1.87 6.57 0.095
H -5.59 3.07 4.74 0.088
H -6.13 1.78 2.49 0.096
H -6.18 -1.31 1.59 0.112
H -5.48 0.20 0.81 0.111
H -5.68 -4.79 0.21 0.094
H -6.57 -3.18 0.61 0.083
H -5.57 -4.08 1.91 0.087
H -3.58 -5.26 2.12 0.096
H -1.33 -7.33 0.00 0.129
H -4.11 1.80 0.12 0.068
H -2.73 2.75 0.18 0.085
H -1.64 0.44 2.41 0.095
H 2.36 -1.40 1.05 0.141
H 3.33 -2.47 -0.09 0.090
H 2.75 -0.34 -1.91 0.139
H 5.16 -1.30 -1.20 0.076
H 4.88 -0.61 0.49 0.076
H 5.16 0.59 -0.87 0.085
H 3.46 1.45 0.60 0.064
H 1.67 0.75 0.58 0.071
H 2.26 1.71 -0.87 0.078
H -3.39 -1.83 3.68 0.108
N -7.22 1.23 -2.42 0.044
C -5.89 1.24 -2.59 -0.168
C -5.21 2.19 -3.33 -0.072
C -5.94 3.20 -3.94 -0.075
C -7.32 3.21 -3.79 -0.073
C -7.91 2.22 -3.03 -0.163
H -5.36 0.43 -2.09 0.092
H -4.13 2.15 -3.42 0.100
H -5.44 3.96 -4.53 0.064
H -7.92 3.98 -4.26 0.099
H -8.98 2.19 -2.88 0.098
N 6.26 1.38 2.47 0.055
C 6.71 0.41 3.28 -0.163
C 6.35 0.29 4.61 -0.085
C 5.47 1.22 5.15 -0.087
C 4.99 2.24 4.33 -0.073
C 5.41 2.27 3.01 -0.157
H 7.40 -0.29 2.82 0.100
H 6.74 -0.52 5.22 0.098
H 5.16 1.16 6.18 0.102
H 4.30 2.98 4.71 0.092
H 5.06 3.05 2.34 0.086
N 3.93 5.41 3.15 0.057
C 2.67 5.18 2.75 -0.161
C 1.56 5.84 3.26 -0.081
C 1.77 6.79 4.25 -0.081
C 3.06 7.05 4.69 -0.092
C 4.10 6.33 4.11 -0.153
H 2.56 4.43 1.98 0.096
H 0.57 5.62 2.90 0.099
H 0.93 7.33 4.68 0.101
H 3.26 7.78 5.46 0.076
H 5.13 6.50 4.42 0.087
N 4.68 9.55 4.32 0.053
C 6.02 9.58 4.15 -0.142
C 6.69 10.54 3.41 -0.066
C 5.94 11.53 2.80 -0.081
C 4.56 11.53 2.95 -0.076
C 3.98 10.53 3.71 -0.140
H 6.56 8.78 4.65 0.088
H 7.76 10.51 3.31 0.104
H 6.43 12.30 2.21 0.105
H 3.94 12.29 2.48 0.101
H 2.91 10.49 3.86 0.104
N 0.88 5.91 -0.44 0.057
C 1.60 7.02 -0.67 -0.154
C 2.26 7.28 -1.86 -0.077
C 2.18 6.34 -2.88 -0.083
C 1.44 5.18 -2.67 -0.076
C 0.81 5.02 -1.44 -0.153
H 1.64 7.73 0.15 0.101
H 2.83 8.20 -2.00 0.100
H 2.69 6.50 -3.82 0.104
H 1.36 4.42 -3.44 0.102
H 0.22 4.13 -1.23 0.100
N 6.30 7.34 6.84 0.061
C 6.75 6.37 7.65 -0.145
C 6.39 6.24 8.98 -0.076
C 5.52 7.17 9.51 -0.081
C 5.03 8.19 8.70 -0.069
C 5.45 8.23 7.38 -0.156
H 7.44 5.66 7.19 0.104
H 6.79 5.44 9.59 0.101
H 5.21 7.11 10.55 0.105
H 4.35 8.94 9.09 0.102
H 5.10 9.00 6.70 0.078
N 4.07 -4.46 -4.39 0.054
C 3.64 -5.39 -3.52 -0.171
C 4.10 -6.70 -3.50 -0.082
C 5.06 -7.07 -4.43 -0.096
C 5.53 -6.13 -5.34 -0.075
C 5.01 -4.85 -5.28 -0.158
H 2.88 -5.05 -2.82 0.018
H 3.71 -7.40 -2.78 0.103
H 5.45 -8.08 -4.44 0.091
H 6.28 -6.39 -6.07 0.100
H 5.34 -4.08 -5.96 0.099
N 4.23 -10.37 -5.30 0.054
C 3.06 -9.78 -5.60 -0.146
C 2.12 -10.33 -6.45 -0.069
C 2.40 -11.57 -7.03 -0.081
C 3.60 -12.20 -6.73 -0.078
C 4.47 -11.56 -5.86 -0.153
H 2.90 -8.82 -5.13 0.090
H 1.19 -9.81 -6.66 0.104
H 1.68 -12.03 -7.70 0.105
H 3.84 -13.16 -7.16 0.100
H 5.42 -12.02 -5.60 0.101
N -5.43 5.69 -6.16 0.049
C -4.10 5.70 -6.33 -0.147
C -3.42 6.65 -7.07 -0.072
C -4.15 7.66 -7.68 -0.079
C -5.53 7.67 -7.53 -0.074
C -6.12 6.68 -6.77 -0.145
H -3.57 4.90 -5.83 0.102
H -2.34 6.61 -7.16 0.103
H -3.65 8.42 -8.27 0.106
H -6.13 8.44 -8.00 0.102
H -7.19 6.65 -6.62 0.103
N -4.56 -5.56 -6.38 0.047
C -5.70 -5.57 -5.67 -0.162
C -5.75 -5.57 -4.29 -0.076
C -4.54 -5.56 -3.59 -0.068
C -3.35 -5.54 -4.30 -0.059
C -3.41 -5.54 -5.68 -0.152
H -6.61 -5.59 -6.26 0.098
H -6.69 -5.58 -3.76 0.098
H -4.54 -5.56 -2.51 0.086
H -2.40 -5.53 -3.79 0.083
H -2.51 -5.52 -6.28 0.101
N -5.25 -11.27 2.64 0.047
C -4.51 -10.17 2.42 -0.151
C -3.84 -9.92 1.23 -0.066
C -3.95 -10.85 0.21 -0.073
C -4.71 -12.00 0.41 -0.081
C -5.34 -12.15 1.64 -0.162
H -4.45 -9.47 3.24 0.100
H -3.26 -9.01 1.10 0.072
H -3.44 -10.69 -0.74 0.108
H -4.81 -12.75 -0.36 0.099
H -5.94 -13.03 1.85 0.099
```

Properties
HOMO (eV): -8.84
Spin multiplicity: 1
SMILES string: Cc1cccc(Cc2c(C)c(OB(O)O)c3c(c2B(N)O)C(=O)C(CC(C)C)=C(Cl)C3=O)c1.c1ccncc1.c1ccncc1.c1ccncc1.c1ccncc1.c1ccncc1.c1ccncc1.c1ccncc1.c1ccncc1.c1ccncc1.c1ccncc1.c1ccncc1
DFT total energy (Ha): -4639.0156
Maximum force (eV/A): 4.63

Calculated values (u) of molar mass for the records, taken in order: 1264.5 1339.7.